Model A:
A 2-piece molecular cluster, C4H12N2O overall, computed with wB97M-V/def2-TZVPD.

Element x y z (Å)
1 O 1.51 0.94 0.74
2 N -2.29 2.12 -1.14
3 N -1.13 2.94 -1.01
4 C -0.25 -1.89 1.11
5 C 0.65 0.25 0.28
6 C 2.16 -1.76 0.37
7 C 0.74 -1.25 0.13
8 H 0.43 -1.50 -0.90
9 H -2.76 2.11 -0.24
10 H -1.26 -1.53 0.94
11 H -0.31 0.67 -0.06
12 H -0.50 2.73 -1.78
13 H 2.21 -2.83 0.24
14 H -1.34 3.94 -1.03
15 H -2.95 2.47 -1.84
16 H -0.24 -2.97 0.98
17 H 2.47 -1.51 1.39
18 H 2.85 -1.28 -0.31
19 H 0.04 -1.66 2.13

Its HOMO-LUMO gap is 10.3081 eV. The calculation puts the lowest unoccupied orbital energy at 1.0 eV. For the HOMO energy, the calculation gives -0.342 hartree. As for the structure (SMILES): CC(C)C=O.NN.



Model B:
A 2-piece molecular cluster, C4H12N2O overall, computed with wB97M-V/def2-TZVPD.

Element x y z (Å)
1 O 2.51 0.65 1.41
2 N -1.03 -1.59 -3.17
3 N 0.27 0.53 1.11
4 C 1.23 -0.01 3.29
5 C -1.35 -0.56 -2.15
6 C 0.25 1.07 -0.24
7 C 1.40 0.43 1.86
8 H -0.82 0.43 -2.35
9 H 1.47 0.85 3.94
10 H -0.17 2.09 -0.23
11 H -0.94 -0.88 -1.18
12 H -0.33 0.42 -0.94
13 H 0.20 -0.31 3.51
14 H -2.46 -0.31 -2.05
15 H -1.81 -2.28 -3.23
16 H 1.95 -0.80 3.50
17 H -0.61 0.31 1.60
18 H 1.28 1.07 -0.58
19 H -1.04 -1.11 -4.10

Its HOMO-LUMO gap is 10.1665 eV. The calculation puts the lowest unoccupied orbital energy at 0.8 eV. For the HOMO energy, the calculation gives -0.346 hartree. As for the structure (SMILES): CNC(C)=O.CN.



Which of them is most stable? Easy: model B.



Model A:
A 2-piece molecular cluster, C4H11NOS overall, computed with wB97M-V/def2-TZVPD.

Element x y z (Å)
1 S -0.27 1.66 -0.25
2 O 1.05 -1.10 1.86
3 N 1.56 -3.10 0.89
4 C -0.99 0.57 -1.52
5 C 1.00 -2.30 1.84
6 C -0.94 3.24 -0.87
7 C -0.80 -0.88 -1.16
8 H 0.64 -2.89 2.70
9 H 1.51 -4.09 0.95
10 H -2.02 3.13 -0.93
11 H -2.06 0.80 -1.58
12 H 0.25 -1.14 -1.14
13 H -0.51 0.84 -2.46
14 H -0.65 4.05 -0.20
15 H 1.87 -2.68 0.04
16 H -0.54 3.46 -1.86
17 H -1.27 -1.52 -1.92
18 H -1.19 -1.12 -0.17

Its HOMO-LUMO gap is 9.0919 eV. The calculation puts the lowest unoccupied orbital energy at 0.9 eV. For the HOMO energy, the calculation gives -0.300 hartree. As for the structure (SMILES): CCSC.NC=O.



Model B:
One molecule with the formula C4H11NOS, computed with wB97M-V/def2-TZVPD.

Element x y z (Å)
1 S -1.86 1.91 -1.06
2 O 1.49 1.35 -1.54
3 N 0.01 -1.55 -0.04
4 C -1.20 0.55 -0.01
5 C -0.05 -0.17 -0.72
6 C 1.28 0.54 -0.37
7 C 0.44 -1.47 1.35
8 H -0.17 -0.38 -1.76
9 H -2.02 -0.13 0.29
10 H -0.11 -0.65 1.75
11 H 0.20 -2.22 2.02
12 H 1.99 -0.21 -0.14
13 H 0.84 2.02 -1.63
14 H 1.55 -1.64 1.41
15 H 0.49 -2.26 -0.56
16 H -3.02 2.16 -0.54
17 H 1.14 1.15 0.56
18 H -0.97 1.01 1.00

Its HOMO-LUMO gap is 9.2271 eV. The calculation puts the lowest unoccupied orbital energy at 0.7 eV. For the HOMO energy, the calculation gives -0.312 hartree. As for the structure (SMILES): CN[C@H](CO)CS.



Which of them is most stable? Easy: model A.



Model A:
An isolated ion of composition CH3O4S and charge -1, computed with wB97M-V/def2-TZVPD.

Element x y z (Å)
1 S -1.72 -0.09 -0.22
2 O -0.14 0.60 -0.98
3 O -2.07 0.72 0.95
4 O -1.40 -1.50 0.18
5 O 1.40 -0.86 -0.02
6 C 0.98 0.46 -0.21
7 H 0.60 -1.22 0.38
8 H 0.65 0.88 0.78
9 H 1.70 1.01 -0.86

Its HOMO-LUMO gap is 8.4501 eV. The total charge is -1. The calculation puts the lowest unoccupied orbital energy at 4.1 eV. For the HOMO energy, the calculation gives -0.159 hartree.



Model B:
A 2-piece molecular cluster, CH3O4S overall, computed with wB97M-V/def2-TZVPD.

Element x y z (Å)
1 S 0.95 0.01 -0.12
2 O 1.99 0.85 0.54
3 O -2.21 1.79 -0.37
4 O -2.10 0.67 0.44
5 O 0.76 0.15 -1.56
6 C 0.82 -1.61 0.37
7 H 1.26 -1.93 1.23
8 H -1.36 2.08 -0.53
9 H -0.11 -1.99 -0.01

Its HOMO-LUMO gap (spin up / spin down) is 7.7815 / 4.2940 eV. The total charge is -1. The calculation puts the lowest unoccupied orbital energy (spin up / spin down) at 3.9 / 2.4 eV. For the HOMO energy (spin up / spin down), the calculation gives -0.142 / -0.070 hartree.



Model C:
A 2-piece molecular cluster, CH3O4S overall, computed with wB97M-V/def2-TZVPD.

Element x y z (Å)
1 S 1.62 -0.66 0.17
2 O -0.07 -0.59 -0.57
3 O 2.59 -0.91 -0.93
4 O -2.47 0.05 0.50
5 O 1.78 0.71 0.66
6 C -1.34 0.62 0.32
7 H -0.37 -1.45 -0.91
8 H -0.60 0.69 1.08
9 H -1.15 1.55 -0.32

Its HOMO-LUMO gap is 8.6786 eV. The total charge is -1. The calculation puts the lowest unoccupied orbital energy at 4.0 eV. For the HOMO energy, the calculation gives -0.172 hartree.



Which of them is most stable? Easy: model A.



Model A:
A 2-piece molecular cluster, C4H10NO overall, computed with wB97M-V/def2-TZVPD.

Element x y z (Å)
1 O -0.20 -0.24 1.68
2 N 0.09 -1.43 1.81
3 C -0.44 1.39 -0.54
4 C -0.20 0.68 -1.69
5 C 0.91 1.05 -2.64
6 C -0.30 -2.25 2.93
7 H 1.40 0.24 -3.31
8 H -1.56 1.41 -0.35
9 H 0.52 -2.39 3.53
10 H -1.01 -1.68 3.58
11 H 1.65 1.68 -2.09
12 H 0.13 2.34 -0.44
13 H -0.44 -3.21 2.57
14 H -0.88 -0.05 -2.14
15 H 0.44 1.76 -3.29
16 H -0.12 0.70 0.39

Its HOMO-LUMO gap is 7.5598 eV. The total charge is +1. The calculation puts the lowest unoccupied orbital energy at -5.8 eV. For the HOMO energy, the calculation gives -0.492 hartree.



Model B:
A 2-piece molecular cluster, C4H10NO overall, computed with wB97M-V/def2-TZVPD.

Element x y z (Å)
1 O -0.18 -1.08 0.05
2 N 1.94 -0.50 -0.06
3 C -2.99 -0.51 -0.11
4 C -2.60 0.80 0.11
5 C 0.69 -0.18 0.14
6 C 3.09 0.40 -0.03
7 H -2.67 -1.19 -0.96
8 H -3.40 -0.94 0.75
9 H -3.03 1.39 0.93
10 H -1.15 -0.60 0.06
11 H 2.89 1.30 -0.61
12 H 3.29 0.51 0.95
13 H 2.31 -1.49 -0.18
14 H 3.91 -0.24 -0.48
15 H -2.35 1.49 -0.68
16 H 0.25 0.84 0.13

Its HOMO-LUMO gap is 11.2537 eV. The total charge is +1. The calculation puts the lowest unoccupied orbital energy at -3.7 eV. For the HOMO energy, the calculation gives -0.548 hartree.



Model C:
A 2-piece molecular cluster, C4H10NO overall, computed with wB97M-V/def2-TZVPD.

Element x y z (Å)
1 O -1.12 -1.14 -2.28
2 N 0.22 0.97 -0.25
3 C -1.21 -0.48 0.95
4 C 1.12 -0.83 1.48
5 C 0.09 -0.20 0.60
6 C 0.93 2.11 0.07
7 H -1.86 -0.02 0.20
8 H 0.39 2.75 0.83
9 H -0.59 -0.40 -2.91
10 H -1.59 -1.20 1.70
11 H 2.11 -0.67 1.06
12 H -0.76 -2.07 -2.61
13 H 1.02 -0.46 2.55
14 H 1.18 -1.94 1.54
15 H 2.11 2.13 0.09
16 H -0.24 0.66 -1.10

Its HOMO-LUMO gap is 4.5817 eV. The total charge is +1. The calculation puts the lowest unoccupied orbital energy at -8.6 eV. For the HOMO energy, the calculation gives -0.486 hartree.



Model D:
A 2-piece molecular cluster, C4H10NO overall, computed with wB97M-V/def2-TZVPD.

Element x y z (Å)
1 O -1.54 3.01 0.82
2 N 0.30 0.15 0.53
3 C 0.74 -1.16 -1.54
4 C -1.07 2.32 1.73
5 C 0.82 -1.10 1.00
6 C 0.06 -1.05 -0.28
7 H 0.60 -0.43 -2.21
8 H 0.98 0.79 0.18
9 H -0.13 2.65 1.90
10 H -0.94 -1.28 -0.32
11 H 0.40 -2.02 -2.00
12 H -1.64 1.49 2.30
13 H 0.47 -1.55 1.97
14 H 1.85 -1.26 1.04
15 H 1.86 -1.34 -1.56
16 H -2.56 3.17 0.60

Its HOMO-LUMO gap is 7.6223 eV. The total charge is +1. The calculation puts the lowest unoccupied orbital energy at -5.8 eV. For the HOMO energy, the calculation gives -0.495 hartree.



Which of them is most stable? Easy: model B.



Model A:
A 2-piece molecular cluster, C4H10NO overall, computed with wB97M-V/def2-TZVPD.

Element x y z (Å)
1 O 1.30 -0.24 -0.74
2 N 3.11 -1.44 -1.21
3 C -0.34 0.98 1.06
4 C -1.67 0.58 0.83
5 C 2.10 -1.09 -0.41
6 C -2.71 0.95 -0.08
7 H -2.53 0.12 -0.86
8 H -2.78 1.93 -0.56
9 H -0.16 2.11 0.75
10 H 0.36 0.44 0.15
11 H 2.08 -1.72 0.46
12 H 3.69 -2.36 -0.99
13 H 3.20 -1.24 -2.25
14 H 0.08 0.48 2.04
15 H -2.02 -0.20 1.47
16 H -3.71 0.71 0.35

Its HOMO-LUMO gap is 9.6412 eV. The total charge is +1. The calculation puts the lowest unoccupied orbital energy at -4.9 eV. For the HOMO energy, the calculation gives -0.536 hartree.



Model B:
A 2-piece molecular cluster, C4H10NO overall, computed with wB97M-V/def2-TZVPD.

Element x y z (Å)
1 O 1.35 2.41 -0.41
2 N 0.87 -0.39 -0.76
3 C -0.35 -0.88 -0.21
4 C -1.00 -0.11 0.66
5 C -2.12 -0.61 1.49
6 C 1.70 -1.14 -1.38
7 H -2.86 0.21 1.57
8 H 2.02 2.67 0.24
9 H -0.54 0.84 0.90
10 H -0.76 -1.77 -0.67
11 H -1.87 -0.78 2.54
12 H 1.29 -2.06 -1.78
13 H -2.70 -1.44 1.07
14 H 1.31 3.14 -1.03
15 H 0.94 0.65 -0.83
16 H 2.71 -0.75 -1.40

Its HOMO-LUMO gap is 8.9694 eV. The total charge is +1. The calculation puts the lowest unoccupied orbital energy at -5.1 eV. For the HOMO energy, the calculation gives -0.515 hartree.



Model C:
A 3-piece molecular cluster, C4H10NO overall, computed with wB97M-V/def2-TZVPD.

Element x y z (Å)
1 O -0.13 0.58 -0.52
2 N 1.62 -1.37 -0.23
3 C 0.30 1.80 -0.08
4 C -0.44 2.95 -0.14
5 C -1.59 -1.78 1.21
6 C -1.26 -2.14 0.12
7 H 1.73 -0.57 -0.84
8 H -1.95 -1.37 2.10
9 H 1.92 -2.11 -0.84
10 H -1.08 0.52 -0.66
11 H -1.50 3.07 -0.52
12 H -1.46 -2.37 -0.92
13 H 2.21 -1.29 0.60
14 H 1.21 1.79 0.37
15 H 0.56 -1.52 0.02
16 H -0.15 3.81 0.33

Its HOMO-LUMO gap is 9.0337 eV. The total charge is +1. The calculation puts the lowest unoccupied orbital energy at -3.6 eV. For the HOMO energy, the calculation gives -0.463 hartree.



Which of them is most stable? Easy: model B.



Model A:
One molecule with the formula C7H14, computed with wB97M-V/def2-TZVPD.

Element x y z (Å)
1 C -1.85 -1.14 -0.23
2 C 0.41 0.16 0.14
3 C -1.27 0.82 -1.63
4 C 1.69 0.49 -0.64
5 C -0.05 1.40 0.93
6 C -0.72 -0.31 -0.84
7 C 0.75 -0.96 1.14
8 H -0.22 -0.93 -1.62
9 H -2.39 -0.56 0.52
10 H -0.11 -1.23 1.76
11 H -0.91 1.17 1.56
12 H -0.40 1.34 -2.10
13 H 2.46 0.88 0.03
14 H -2.56 -1.40 -1.02
15 H 0.76 1.75 1.59
16 H -1.50 -2.07 0.23
17 H 1.10 -1.86 0.63
18 H -0.33 2.23 0.27
19 H 1.54 -0.62 1.81
20 H 1.52 1.25 -1.41
21 H 2.09 -0.40 -1.13

Its HOMO-LUMO gap (spin up / spin down) is 8.3582 / 8.3463 eV. The calculation puts the lowest unoccupied orbital energy (spin up / spin down) at -0.2 / -0.2 eV. For the HOMO energy (spin up / spin down), the calculation gives -0.315 / -0.315 hartree.



Model B:
C7H14 as an isolated structure, computed with wB97M-V/def2-TZVPD.

Element x y z (Å)
1 C -0.89 0.01 -1.84
2 C 0.17 -0.12 -0.75
3 C -0.45 -0.62 0.55
4 C 1.32 -0.87 -1.18
5 C 0.41 -1.20 1.65
6 C 0.64 1.20 -0.23
7 C -0.79 1.25 1.06
8 H -0.45 0.48 -2.73
9 H 1.40 -1.29 -2.18
10 H 1.50 1.15 0.43
11 H -1.73 1.47 0.55
12 H -1.74 0.62 -1.52
13 H 0.64 2.09 -0.87
14 H -1.03 0.85 2.06
15 H -1.42 -1.14 0.47
16 H -0.35 2.23 1.33
17 H 0.61 -2.27 1.48
18 H 1.37 -0.69 1.75
19 H -1.25 -0.98 -2.13
20 H 2.14 -1.07 -0.49
21 H -0.12 -1.13 2.61

Its HOMO-LUMO gap (spin up / spin down) is 8.2504 / 7.0683 eV. The calculation puts the lowest unoccupied orbital energy (spin up / spin down) at 0.8 / 0.7 eV. For the HOMO energy (spin up / spin down), the calculation gives -0.274 / -0.233 hartree.



Model C:
A 2-piece molecular cluster, C7H14 overall, computed with wB97M-V/def2-TZVPD.

Element x y z (Å)
1 C 0.75 1.39 0.55
2 C -0.78 1.29 0.42
3 C 2.02 0.63 -1.47
4 C 1.54 0.39 -0.26
5 C -1.44 -1.21 0.05
6 C -1.13 -1.27 -1.24
7 C -1.43 0.01 0.96
8 H 1.70 -0.59 0.19
9 H 2.57 -0.13 -2.02
10 H -0.95 -0.27 1.91
11 H 0.66 -2.36 1.15
12 H -1.21 2.14 0.97
13 H -1.06 1.44 -0.63
14 H 1.01 1.28 1.62
15 H 1.88 1.59 -1.98
16 H -0.77 -0.41 -1.80
17 H -2.47 0.22 1.21
18 H 1.21 -2.43 1.65
19 H -1.78 -2.12 0.54
20 H 1.05 2.40 0.26
21 H -1.20 -2.20 -1.78

Its HOMO-LUMO gap is 10.4228 eV. The calculation puts the lowest unoccupied orbital energy at 1.2 eV. For the HOMO energy, the calculation gives -0.338 hartree. As for the structure (SMILES): C=CCCCC=C.[H][H].



Model D:
C7H14 as an isolated structure, computed with wB97M-V/def2-TZVPD.

Element x y z (Å)
1 C -1.26 -2.32 0.77
2 C -0.15 -1.59 0.43
3 C -0.58 1.29 -1.00
4 C 0.59 2.18 -0.80
5 C -0.50 0.09 -1.73
6 C 0.10 -0.27 1.29
7 C 1.47 0.03 1.42
8 H -1.42 -0.36 -2.08
9 H 1.92 0.27 2.37
10 H -0.43 -0.30 2.24
11 H 0.76 -2.16 0.22
12 H -1.57 1.70 -0.80
13 H 1.38 2.04 -1.54
14 H 0.31 3.23 -0.78
15 H 2.15 -0.11 0.58
16 H 1.09 1.94 0.17
17 H -0.26 -0.91 -0.75
18 H -0.48 0.54 0.60
19 H -2.15 -1.84 1.14
20 H 0.36 -0.05 -2.38
21 H -1.31 -3.40 0.64

Its HOMO-LUMO gap (spin up / spin down) is 7.5555 / 7.2593 eV. The calculation puts the lowest unoccupied orbital energy (spin up / spin down) at 0.2 / 0.5 eV. For the HOMO energy (spin up / spin down), the calculation gives -0.272 / -0.249 hartree.



Which of them is most stable? Easy: model C.